177
Properties=species:S:1:pos:R:3:forces:R:3 method="wB97M-V/def2-TZVPD" spin_multiplicity=1 orbital_gap_ev=8.1 homo_ev=-10.48 total_charge=+1 e_lumo_ev=-2.355 mol_weight_g_mol=1061.9 energy_ha=-4157.17467
C 1.7154 -1.1790 4.8638 -0.003 0.031 0.310
C 1.1710 -2.5878 5.1233 0.162 -0.083 -0.209
C -0.2375 -2.7660 4.5719 0.547 -0.222 -0.056
C -0.2150 -2.7004 3.0600 -0.060 0.124 -0.435
C -1.5910 -2.8168 2.3952 0.013 0.562 0.495
C -1.8840 -1.6843 1.4083 -0.395 -0.349 -0.376
C -1.6321 -1.9635 -0.0896 -0.227 0.095 0.682
C -0.4947 -2.9218 -0.3852 0.220 0.434 -0.487
C 0.8604 -2.2955 -0.1037 0.379 -0.111 -0.020
C 2.0372 -3.2997 -0.0871 -0.257 0.963 0.128
C 3.2829 -2.5857 -0.4620 1.281 0.098 -0.339
C 4.2096 -2.0038 0.3711 -1.175 -0.161 -0.020
C 4.1944 -1.9901 1.8643 1.114 -0.662 -0.148
C 4.9784 -3.2190 2.4253 -0.586 -0.261 -0.381
C 4.1458 -4.0888 3.3772 0.830 -0.340 0.267
C 4.5869 -5.5660 3.3346 -0.339 0.485 0.662
S 3.3594 -6.6439 2.6030 0.719 -0.276 -1.431
O 4.0605 -7.6239 1.8364 0.058 -0.271 0.359
O 2.3848 -5.8611 1.9075 -0.456 0.227 0.469
Cl 2.4895 -7.6047 4.1540 -0.058 0.249 0.065
N 5.1896 -1.4399 -0.4180 -0.744 -0.608 -0.342
C 4.8977 -1.6769 -1.7064 0.563 0.283 0.320
C 5.7678 -1.2163 -2.8233 -0.557 0.182 0.606
C 5.2232 0.0166 -3.5369 -0.124 0.214 0.270
O 4.9171 -0.0799 -4.6874 0.016 -0.174 -1.113
N 5.1647 1.2316 -2.8377 -0.304 0.011 -0.174
C 5.1458 2.3568 -3.7824 -0.125 0.465 0.282
C 3.9726 1.3043 -1.9460 0.518 -0.184 0.140
N 3.7588 -2.3632 -1.7766 0.085 0.301 0.417
C 3.2236 -2.7904 -3.0985 -0.069 0.421 0.253
C 1.7115 -2.8221 -3.2228 0.347 -0.935 -0.497
C 1.3261 -3.2047 -4.6776 0.264 0.681 0.417
O 0.9691 -4.5546 -4.7788 0.060 0.104 -0.047
C 1.9799 -5.3980 -5.3000 -0.177 -0.499 0.053
H 1.9071 -0.6412 5.7869 0.073 0.052 0.151
H 2.6497 -1.2025 4.3073 0.095 0.099 -0.092
H 0.9957 -0.5819 4.3081 0.014 0.118 -0.105
H 1.8336 -3.3001 4.6257 -0.127 -0.166 0.109
H 1.1923 -2.8454 6.1775 0.020 0.117 0.206
H -0.8449 -1.9477 4.9559 -0.338 -0.102 0.128
H -0.6367 -3.7221 4.9052 -0.247 -0.018 0.092
H 0.1990 -1.7240 2.8003 0.042 0.047 -0.082
H 0.4750 -3.4314 2.6291 0.117 -0.224 0.190
H -2.3319 -2.7189 3.1873 -0.095 -0.107 0.142
H -1.7495 -3.8045 1.9724 -0.025 -0.102 -0.192
H -2.9413 -1.4528 1.5163 -0.119 0.253 -0.127
H -1.3531 -0.7782 1.6948 0.153 0.011 0.225
H -2.5624 -2.3206 -0.5238 -0.009 -0.211 -0.166
H -1.4341 -0.9924 -0.5431 0.042 0.025 -0.340
H -0.5324 -3.1506 -1.4505 0.010 -0.214 -0.114
H -0.5885 -3.8736 0.1310 -0.109 -0.066 0.221
H 1.0981 -1.5173 -0.8274 -0.292 0.126 -0.221
H 0.8859 -1.7867 0.8581 -0.191 0.058 0.094
H 2.1531 -3.5930 0.9466 0.101 -0.619 0.094
H 1.8521 -4.1737 -0.6983 0.053 -0.206 -0.005
H 3.1707 -2.0444 2.2106 -0.196 0.315 0.075
H 4.6865 -1.0931 2.2262 -0.326 0.352 0.108
H 5.2708 -3.8504 1.5875 0.052 0.017 -0.186
H 5.9028 -2.9151 2.9079 0.068 0.100 0.098
H 4.3417 -3.7564 4.3922 -0.407 0.216 0.170
H 3.0831 -4.0384 3.1676 -0.058 0.199 -0.026
H 4.7850 -5.9368 4.3347 0.031 -0.218 0.040
H 5.4823 -5.7086 2.7403 0.025 -0.217 -0.206
H 5.9994 -0.9447 -0.0866 0.095 0.082 -0.055
H 5.8523 -2.0013 -3.5617 0.284 -0.092 -0.153
H 6.7257 -0.9408 -2.3932 0.245 -0.168 -0.102
H 6.0120 2.3522 -4.4309 0.106 -0.185 -0.095
H 4.2364 2.3845 -4.3807 -0.041 -0.143 -0.179
H 5.1710 3.2715 -3.1980 0.104 0.086 0.112
H 3.2911 0.4790 -2.1489 -0.189 -0.031 0.137
H 3.4415 2.2271 -2.1451 -0.107 0.105 -0.083
H 4.2572 1.3160 -0.8979 -0.010 -0.116 0.142
H 3.5898 -2.0655 -3.8180 0.219 0.054 -0.072
H 3.6705 -3.7520 -3.3309 -0.058 -0.216 -0.009
H 1.2543 -1.8821 -2.9398 -0.004 0.144 0.152
H 1.3430 -3.6490 -2.6282 -0.418 0.204 0.265
H 2.1560 -2.9579 -5.3434 0.051 -0.049 -0.216
H 0.5038 -2.5557 -4.9690 -0.317 -0.276 -0.165
H 1.8691 -5.5468 -6.3729 0.010 0.192 -0.174
H 1.8661 -6.3703 -4.8290 -0.033 -0.102 0.068
H 2.9885 -5.0473 -5.0864 0.085 0.183 0.011
C -4.0965 1.2683 8.3388 0.001 0.028 0.047
O -3.0056 1.1786 9.2371 -0.024 -0.049 -0.138
C -2.5711 -0.1521 9.4649 0.071 0.221 0.207
C -1.3115 -0.4637 8.6903 -0.056 -0.279 -0.108
O -1.5492 -0.4801 7.2900 0.046 0.083 -0.073
C -1.1073 0.6955 6.6340 0.003 -0.046 0.004
H -4.2394 2.3205 8.0989 0.017 0.013 0.044
H -3.9037 0.7168 7.4147 -0.014 -0.017 0.002
H -5.0112 0.8870 8.8048 -0.016 -0.029 -0.053
H -3.3592 -0.8674 9.2117 0.005 -0.014 -0.040
H -2.3592 -0.2461 10.5345 -0.003 -0.042 -0.009
H -0.9602 -1.4617 8.9722 0.006 0.019 0.029
H -0.5260 0.2555 8.9406 -0.015 0.041 0.005
H -0.0122 0.7259 6.5994 -0.001 0.084 0.026
H -1.4788 1.5941 7.1308 0.015 0.026 -0.027
H -1.4847 0.6747 5.6123 -0.019 -0.022 0.002
C -2.8963 1.8522 3.0267 0.042 -0.049 0.058
O -2.0734 2.8166 3.6596 -0.116 -0.115 -0.043
C -1.5472 3.7701 2.7523 0.071 0.058 0.206
C -2.2972 5.0841 2.8169 -0.116 0.073 -0.425
O -3.6345 4.9548 2.3332 0.260 -0.069 0.307
C -4.5961 4.9100 3.3745 -0.043 0.014 -0.060
H -3.3873 1.2728 3.8078 0.023 0.005 0.030
H -3.6603 2.3217 2.4018 0.003 -0.007 -0.026
H -2.2924 1.1737 2.4121 -0.075 0.052 -0.046
H -1.5614 3.3757 1.7301 -0.099 0.038 0.183
H -0.5032 3.9458 3.0320 0.004 0.062 -0.032
H -1.7866 5.8045 2.1690 0.023 -0.015 0.041
H -2.2921 5.4799 3.8364 0.002 -0.048 0.022
H -4.6989 5.8928 3.8456 0.004 -0.024 0.053
H -4.3325 4.1693 4.1333 0.007 0.008 0.012
H -5.5511 4.6347 2.9292 0.006 0.013 -0.038
C 0.0762 2.0185 -0.1421 0.009 0.067 0.025
O -1.2489 2.1849 -0.5921 0.089 -0.311 0.031
C -1.6095 3.5464 -0.7654 -0.193 -0.126 -0.062
C -1.5806 3.9431 -2.2176 0.197 0.413 0.036
O -0.2517 3.9268 -2.7284 0.142 -0.153 -0.009
C 0.0306 2.8017 -3.5361 -0.041 0.086 0.020
H 0.3285 0.9582 -0.1988 -0.077 -0.034 0.002
H 0.7714 2.5882 -0.7673 0.084 -0.015 0.081
H 0.1605 2.3475 0.9003 0.206 -0.014 -0.046
H -0.9520 4.1992 -0.1809 0.027 0.047 -0.041
H -2.6281 3.6654 -0.3845 0.651 -0.326 -0.167
H -1.9517 4.9671 -2.3057 -0.063 0.002 -0.044
H -2.2285 3.2987 -2.8081 -0.119 -0.130 -0.073
H -0.4911 2.8730 -4.4960 -0.010 -0.074 -0.004
H -0.2514 1.8680 -3.0394 -0.023 -0.013 -0.013
H 1.1044 2.7922 -3.7258 0.002 0.053 -0.015
C -0.2044 7.8620 0.8195 -0.003 -0.028 0.022
O 0.5711 6.6781 0.7276 -0.034 0.080 -0.006
C 1.1928 6.5106 -0.5397 -0.043 -0.322 0.188
C 2.6605 6.8682 -0.4944 0.047 0.201 -0.234
O 2.8587 8.2540 -0.2782 -0.039 -0.039 0.128
C 3.2270 8.5705 1.0523 0.016 0.026 -0.037
H -0.4909 7.9884 1.8623 0.004 -0.034 0.012
H 0.3620 8.7391 0.4991 -0.009 0.000 -0.019
H -1.1126 7.7750 0.2133 -0.001 0.056 -0.027
H 0.6801 7.0996 -1.3052 0.016 0.034 -0.006
H 1.0923 5.4530 -0.8071 0.022 0.033 -0.106
H 3.1103 6.6251 -1.4633 -0.016 -0.047 0.014
H 3.1707 6.2791 0.2750 -0.028 -0.009 0.035
H 4.2502 8.2376 1.2583 -0.018 -0.021 0.052
H 2.5454 8.1186 1.7772 0.011 -0.017 0.009
H 3.1857 9.6529 1.1564 0.013 0.007 -0.048
C -0.7869 -8.3180 -8.8769 0.037 0.004 -0.041
O -0.4946 -7.2794 -9.7942 -0.084 -0.011 0.129
C -1.6535 -6.7234 -10.3985 0.271 0.045 -0.143
C -2.0189 -5.3938 -9.7805 -0.303 -0.021 0.034
O -2.4462 -5.5413 -8.4341 0.140 0.004 0.020
C -1.4547 -5.1832 -7.4936 -0.044 -0.019 0.040
H 0.1334 -8.5577 -8.3463 0.028 0.006 -0.043
H -1.5458 -8.0137 -8.1518 -0.019 -0.013 -0.008
H -1.1292 -9.2136 -9.4056 -0.042 -0.013 0.045
H -2.4962 -7.4172 -10.3321 -0.023 0.006 0.035
H -1.4248 -6.5687 -11.4574 -0.038 -0.002 -0.003
H -2.8532 -4.9603 -10.3403 0.026 0.003 -0.022
H -1.1731 -4.7025 -9.8439 0.035 -0.016 0.001
H -1.3005 -4.0975 -7.4880 0.070 -0.008 0.001
H -0.5052 -5.6839 -7.7031 0.020 0.033 -0.001
H -1.8029 -5.4899 -6.5088 -0.043 0.013 -0.007
C -8.1822 4.5437 -0.7779 -0.022 -0.036 0.023
O -7.5539 3.2813 -0.6369 0.039 0.122 -0.040
C -6.9109 2.8386 -1.8206 -0.072 -0.199 0.233
C -5.4137 3.0340 -1.7448 0.082 0.184 -0.239
O -5.0625 4.4118 -1.7347 0.111 -0.053 0.214
C -4.7272 4.8967 -0.4379 -0.196 0.047 -0.198
H -8.4914 4.8700 0.2135 -0.008 -0.048 0.014
H -7.5015 5.2871 -1.1997 -0.008 0.002 -0.020
H -9.0703 4.4621 -1.4132 0.015 0.050 -0.026
H -7.3158 3.3502 -2.6985 0.024 0.037 -0.011
H -7.1226 1.7692 -1.9238 0.017 0.009 -0.044
H -4.9572 2.5855 -2.6349 -0.005 -0.014 0.038
H -5.0118 2.5247 -0.8623 -0.021 0.002 0.026
H -3.7663 4.4944 -0.1110 -0.728 0.395 0.185
H -5.4923 4.6431 0.2977 0.009 -0.034 0.009
H -4.6464 5.9805 -0.5021 0.008 0.017 -0.045